DFT (ωB97M-V/def2-TZVPD) results for 2 unconnected molecules or ions with the total composition C27H25BF5NO3.

Geometry as XYZ:
```
62
Properties=species:S:1:pos:R:3:forces:R:3:nbo_charge:R:1
F -1.948522 -1.907416 -3.063060 -0.2872 -0.5547 -0.0311 -0.569
F -0.189366 -7.459579 -1.939677 -0.0194 1.4178 1.0719 -0.303
F -2.727808 0.205831 -3.515457 -0.6844 -0.5108 -0.1229 -0.533
F -2.930892 -0.778322 -1.309469 -1.0655 -0.6253 -0.0753 -0.563
F 2.435472 -0.451244 5.404034 -0.8519 -0.7859 -1.2911 -0.303
O 4.632590 1.503713 -0.188694 0.5571 -0.7125 -0.2029 -0.504
O -3.010464 1.795807 -1.575303 1.2416 0.5394 0.4880 -0.580
O -1.555623 3.270364 -0.669488 -0.2812 0.1563 0.0406 -0.548
N -0.764740 1.238477 -1.397727 0.1612 0.6125 0.2732 -0.450
C 1.768408 -1.043902 4.363206 0.3853 0.7886 0.6227 0.496
C -0.204266 -6.325024 -1.170252 -0.3022 -0.5725 -0.8897 0.503
C -3.715765 3.711228 0.464291 -0.3077 -0.3492 0.2602 -0.648
C -3.237510 4.731366 -1.749079 -0.0885 0.0021 -0.4978 -0.648
C 0.417761 -0.602697 -1.942161 0.1907 0.5131 0.3284 -0.350
C -0.822427 -0.026388 -1.995566 0.1276 -0.1277 -0.0727 -0.024
C -1.042391 -5.274107 -1.540859 0.1324 -0.0788 0.1116 -0.298
C 1.329431 0.342824 -1.341417 -0.7634 0.3361 0.1370 -0.073
C 0.649117 -5.095360 0.702128 -0.0157 -0.3657 -0.3669 -0.075
C 2.503410 2.556154 -0.100563 0.5931 -0.7796 -0.2237 -0.295
C 1.140895 2.575586 -0.372662 0.3071 0.2455 0.2290 -0.223
C 0.454521 -2.249880 2.197036 0.2300 0.4936 0.7381 -0.197
C -1.009566 -4.116275 -0.783708 0.0211 0.3448 0.2572 -0.033
C 0.209119 -0.886936 2.567971 -0.0739 -0.3681 -0.2437 -0.045
C 1.361067 -2.982724 3.017420 0.2611 0.4010 0.1707 -0.076
C -1.888420 2.097016 -1.239902 -0.7885 -0.6736 -0.4824 0.925
C 3.301238 1.431486 -0.466802 -1.2990 -0.4152 -0.4529 0.295
C 0.845647 -0.285966 3.642029 0.0069 -0.1998 -0.0689 -0.296
C -0.172550 -3.977328 0.370479 -0.0614 -0.5060 -0.4644 -0.212
C 0.635360 -6.258858 -0.060946 0.1728 0.4594 0.5344 -0.301
C -1.935328 5.419703 0.244889 0.3841 0.1104 0.1144 -0.619
C 0.564736 1.480205 -0.989022 0.0184 -0.1840 -0.1245 0.159
C -2.636326 4.263476 -0.441115 0.0347 0.0948 0.0279 0.274
C 5.449754 0.373127 -0.580057 -0.5923 0.7810 0.2192 -0.254
C 2.694506 0.311039 -1.097818 1.0381 0.6726 0.5975 -0.324
C 2.042469 -2.376467 4.069237 -0.2937 -0.3733 -0.3965 -0.296
C -0.232411 -2.734877 1.052213 0.0444 -0.3526 -0.0035 0.164
B -2.230167 -0.628961 -2.528149 1.4189 0.2923 0.1857 1.156
H 3.266095 -0.568405 -1.412090 -0.1397 0.4202 0.1779 0.210
H 5.113754 -0.549090 -0.080252 0.1093 0.2624 -0.1073 0.172
H -4.456945 4.498760 0.665287 0.2480 -0.1703 -0.0550 0.212
H -4.221324 2.870022 -0.019625 0.0820 0.1889 0.2579 0.256
H -0.513378 -0.323759 1.972734 0.2793 -0.0457 0.1571 0.249
H 1.319122 -5.056710 1.551582 -0.1540 -0.1858 -0.3800 0.207
H -3.731610 3.898787 -2.260172 0.1415 0.2708 0.0198 0.253
H 0.536739 3.433984 -0.111236 0.2195 -0.0767 -0.0068 0.236
H -3.289119 3.394899 1.425120 -0.0992 -0.0126 -0.1745 0.204
H 6.448201 0.651554 -0.246341 -0.0335 -0.1980 -0.1029 0.199
H 2.773176 -2.930604 4.654292 -0.2281 0.1643 -0.0572 0.251
H -1.488857 5.090828 1.191154 -0.0211 0.0834 -0.1675 0.210
H 0.633246 0.744782 3.914139 0.1454 -0.2198 -0.0422 0.260
H -3.985751 5.510585 -1.542517 0.2164 -0.2008 -0.0142 0.211
H -0.945541 -2.032676 0.623569 0.0911 0.0609 -0.1344 0.259
H 1.544115 -4.035013 2.838762 0.0365 0.3962 0.1913 0.210
H 1.273221 -7.102134 0.195752 -0.1722 0.1891 -0.1113 0.250
H 2.984258 3.404783 0.383459 -0.0595 -0.2123 -0.1327 0.219
H 0.714710 -1.582877 -2.290397 -0.2949 0.0933 -0.2098 0.217
H -2.465170 5.168751 -2.395244 -0.1663 -0.1570 0.0731 0.213
H -2.653593 6.218895 0.464686 0.1059 -0.2078 -0.0761 0.216
H 5.429882 0.230854 -1.672094 0.0099 0.0595 0.3222 0.183
H -1.619759 -3.261133 -1.080227 0.0336 -0.1495 -0.1004 0.285
H -1.695637 -5.352437 -2.405342 0.1962 0.0001 0.1172 0.269
H -1.150791 5.832264 -0.400982 -0.0968 -0.0788 0.1590 0.217
```
Positions in Å, forces in eV/Å.

The HOMO energy is -7.260 eV. The value obtained for the LUMO energy is -3.48 eV. The total energy comes out at -1848.6310 Eh.